[1]
29
Properties=species:S:1:pos:R:3:forces:R:3:mulliken_charge:R:1 method="wB97M-V/def2-TZVPD" e_above_lowest_ev=2.041 orbital_gap_ev=7.740 energy_ev=-40424.9620
C -2.993 -1.370 -1.134 2.32 0.10 3.47 -0.629
C -2.722 0.090 -0.770 1.47 -0.40 -2.49 -0.692
C -1.628 -2.097 -1.158 0.60 2.59 -1.07 -0.236
C -0.971 -0.769 0.735 0.58 -1.84 -1.09 -0.004
C -1.581 0.310 0.180 -1.36 2.93 0.27 -0.476
C 1.492 0.310 -0.051 -2.21 1.24 0.36 0.043
C 2.732 0.529 -0.833 0.75 0.17 -0.42 -1.357
C 2.761 0.274 2.437 -1.05 -1.85 -1.75 -1.143
O -0.164 2.409 -0.850 0.36 -0.03 -0.07 -0.575
O -0.039 0.358 -2.187 0.27 -0.16 -0.44 -0.656
O 0.194 1.246 2.035 2.15 0.01 0.05 -0.717
O 2.168 2.527 1.263 0.93 2.41 -0.09 -0.680
O -1.104 -1.966 0.183 1.39 -0.22 1.60 -0.353
S 0.153 1.014 -0.930 -1.24 -0.21 0.90 1.012
S 1.551 1.275 1.433 -0.46 -2.55 0.43 1.297
H -3.608 -1.796 -0.289 0.47 -0.07 -1.18 0.283
H -3.452 -1.371 -2.038 -1.65 -0.51 -2.59 0.426
H -2.577 0.617 -1.743 0.38 -0.08 0.68 0.258
H -3.607 0.484 -0.432 -1.97 1.19 1.31 0.488
H -1.729 -3.104 -1.480 0.13 -1.13 0.64 0.352
H -0.768 -1.634 -1.817 -2.18 -0.64 0.99 0.146
H -0.236 -0.515 1.517 -0.80 -1.43 0.10 0.457
H -1.718 1.183 0.908 0.55 -1.30 -1.28 0.532
H 2.589 0.226 -1.898 0.69 -0.48 1.04 0.409
H 3.491 0.076 -0.177 0.35 -0.54 -1.13 0.297
H 3.028 1.567 -0.852 0.05 0.61 -0.18 0.424
H 3.713 0.740 2.645 -0.04 0.36 -0.28 0.309
H 2.153 0.194 3.292 -0.31 -0.30 1.63 0.479
H 2.873 -0.809 2.011 -0.20 2.13 0.57 0.304


[2]
24
Properties=species:S:1:pos:R:3:forces:R:3:mulliken_charge:R:1 method="wB97M-V/def2-TZVPD" e_above_lowest_ev=2.531 orbital_gap_ev=9.107 energy_ev=-21403.0189
C 1.469 0.187 0.924 0.11 -0.80 -2.01 -1.001
C -1.060 0.229 0.303 0.74 0.15 -0.16 -1.299
C -1.071 -1.237 0.137 0.50 -1.87 -0.74 0.771
C 0.397 0.938 0.225 -1.71 -0.52 -1.03 2.349
C -1.290 -2.102 1.127 -1.09 2.21 2.07 -1.003
C -0.686 -1.795 -1.309 -0.77 0.07 2.97 -1.215
C 0.742 1.184 -1.297 0.64 -0.62 2.81 -1.768
C 0.159 2.262 0.911 2.78 1.84 0.34 -2.007
O 2.218 -1.379 -1.015 0.84 0.29 0.21 -0.547
S 2.514 -0.903 0.354 -0.69 -0.07 0.05 0.252
H -1.627 0.581 -0.545 -0.17 0.82 -0.32 0.413
H -1.575 0.569 1.203 0.13 -0.25 0.13 0.559
H 1.647 0.333 1.931 0.42 0.53 2.11 0.302
H -1.143 -3.124 0.951 -0.16 -1.41 -0.05 0.327
H -1.693 -1.770 2.190 1.17 -0.66 -2.26 0.201
H -1.187 -1.138 -1.994 -0.25 -0.10 -0.77 0.330
H -0.972 -2.875 -1.382 0.25 1.09 -0.15 0.406
H 0.379 -1.639 -1.318 0.16 -0.37 -0.80 0.277
H 1.827 1.411 -1.320 -0.95 0.45 -0.73 0.416
H -0.021 1.861 -1.537 -0.22 1.99 -0.87 0.537
H 0.467 0.349 -1.866 0.39 -1.36 -0.79 0.407
H 0.943 3.045 0.674 -0.32 -0.98 -0.17 0.397
H 0.282 2.211 1.983 -0.49 -0.34 0.49 0.478
H -0.718 2.803 0.670 -1.32 -0.09 -0.35 0.418


[3]
23
Properties=species:S:1:pos:R:3:forces:R:3:mulliken_charge:R:1 method="wB97M-V/def2-TZVPD" e_above_lowest_ev=4.406 orbital_gap_ev="7.555 / 7.563" energy_ev=-73863.1419
C 0.611 0.227 0.842 -3.08 0.31 0.70 0.254
C -0.580 0.327 1.035 -0.80 0.70 0.16 -0.056
C 1.725 -1.909 0.592 1.31 0.68 1.20 -1.410
C 2.641 0.298 -0.407 1.04 -0.77 -4.54 -1.212
C -1.743 2.618 -0.215 -1.76 -0.28 3.80 -0.781
C -2.109 -1.199 -1.262 -0.10 -1.18 -0.59 -0.397
C 1.885 -0.320 0.709 1.51 -2.90 -1.13 0.539
C -2.012 0.618 1.107 4.49 2.43 -3.38 -0.896
Se -3.158 -0.412 0.165 -2.58 -1.56 -1.16 0.099
H 0.953 -2.167 1.305 0.37 -0.32 0.77 0.419
H 2.710 -2.464 0.747 -1.35 0.78 -0.03 0.333
H 1.267 -2.274 -0.289 -0.11 0.17 -1.58 0.346
H 2.017 0.151 -1.457 1.54 0.50 2.56 0.214
H 2.802 1.362 -0.263 -0.14 0.16 -0.01 0.364
H 3.699 -0.152 -0.643 -2.00 0.56 0.74 0.314
H -2.657 2.470 -0.758 -0.21 0.16 -0.19 0.297
H -0.841 2.615 -0.707 1.98 -0.97 -1.37 0.277
H -1.661 3.499 0.480 -0.79 -0.98 -0.49 0.271
H -2.254 -0.863 -2.302 -0.76 0.12 0.58 0.323
H -1.150 -0.799 -1.026 1.20 -0.49 0.23 -0.212
H -2.195 -2.344 -1.244 0.39 1.82 0.22 0.290
H 2.460 -0.155 1.572 0.66 0.19 1.56 0.295
H -2.407 0.872 2.020 -0.80 0.84 1.95 0.328


[4]
39
Properties=species:S:1:pos:R:3:forces:R:3:mulliken_charge:R:1 method="wB97M-V/def2-TZVPD" e_above_lowest_ev=8.095 orbital_gap_ev=7.406 energy_ev=-261134.4840
C 2.705 -1.319 0.729 0.13 -0.44 -0.95 -0.717
C 2.906 -0.925 -0.849 -1.61 -0.73 0.41 -0.608
P 3.708 0.758 -1.191 2.33 -1.77 -1.81 0.011
C 5.330 0.736 -0.110 -0.80 -0.21 1.77 -0.881
N 2.809 2.159 -0.588 -2.55 2.21 2.23 -0.078
C 1.475 2.253 -0.288 -4.38 -0.73 0.79 0.349
N 0.481 1.124 -0.374 -1.57 6.80 2.45 -0.095
C -0.796 1.777 0.112 2.42 -0.86 -1.09 -0.329
C -2.058 0.736 0.183 -1.75 0.31 -2.45 0.005
Br -2.356 -0.152 1.998 0.63 1.32 -2.25 -0.055
C -2.969 0.354 -0.928 1.87 0.20 4.19 0.477
C -4.151 -0.773 -0.569 0.23 -0.17 -1.18 -0.898
Br -2.688 1.171 -2.732 -0.35 -0.94 2.11 -0.124
N -0.658 3.248 0.444 0.34 -6.95 -1.83 -0.128
N 0.694 3.493 0.193 3.19 -0.11 -1.31 0.210
P 1.321 5.180 0.441 -0.90 0.71 1.44 0.064
S 1.197 5.742 2.302 0.17 -0.46 -1.06 -0.298
H 2.548 -0.314 1.315 0.24 -2.24 -0.80 0.161
H 1.741 -2.023 0.777 2.30 1.63 0.26 0.274
H 3.687 -1.906 1.068 -2.38 1.41 -0.39 0.300
H 1.838 -0.917 -1.381 2.41 0.10 1.09 0.327
H 3.546 -1.744 -1.433 -1.13 2.07 1.20 0.403
H 5.013 1.173 0.954 1.05 -0.83 -2.16 0.296
H 5.607 -0.402 0.098 -0.45 2.52 -0.69 0.272
H 6.203 1.345 -0.593 -1.81 -1.27 0.93 0.310
H 3.371 3.053 -0.444 -0.95 -1.80 -0.35 0.238
H -4.835 -0.390 0.323 1.70 -0.78 -1.98 0.310
H -4.820 -1.008 -1.529 1.58 0.80 2.15 0.328
H -3.617 -1.804 -0.308 -1.12 2.30 -0.36 0.296
H -1.424 3.874 0.778 1.41 -0.45 -0.33 0.286
H 2.671 5.271 -0.109 -1.20 -0.69 -0.08 0.127
H 0.463 6.065 -0.359 0.88 -1.26 0.07 0.156
F -5.067 -3.642 0.796 1.04 -1.31 -0.56 -0.496
As -4.135 -5.119 0.296 -0.24 -1.00 0.15 1.994
F -3.484 -4.221 -1.143 -0.63 -0.68 1.49 -0.506
F -5.551 -5.680 -0.694 1.67 0.77 1.12 -0.495
F -3.202 -6.596 -0.203 -1.03 1.80 0.55 -0.496
F -4.785 -6.017 1.735 0.78 1.14 -1.67 -0.493
F -2.718 -4.559 1.286 -1.50 -0.42 -1.11 -0.499


[5]
38
Properties=species:S:1:pos:R:3:forces:R:3:mulliken_charge:R:1 method="wB97M-V/def2-TZVPD" orbital_gap_ev=1.762 energy_ev=-94583.9535
C -0.752 0.570 0.806 -0.47 -0.28 -0.64 -0.411
C -0.999 -0.902 0.428 0.09 0.66 0.89 -0.537
S -2.402 -0.945 -0.652 0.09 -0.28 -0.72 0.214
C -3.644 -1.841 0.118 0.45 -0.51 -0.80 -0.710
B -4.506 -0.846 1.244 -1.18 0.67 1.54 0.446
O -3.636 0.009 2.009 -0.12 -0.21 -0.59 -0.634
N -5.586 -0.075 0.444 1.24 -0.14 0.92 -0.452
C -5.323 1.064 0.185 -0.49 -0.02 -1.48 0.503
S -5.001 2.434 -0.515 0.15 0.43 0.36 -0.347
H -1.674 1.129 0.687 -0.13 0.32 0.51 0.269
H -0.025 0.977 0.118 0.41 0.28 0.08 0.424
H -0.383 0.653 1.855 -0.35 0.21 -0.63 -0.298
H -0.094 -1.238 -0.062 -0.08 -0.51 -0.42 0.484
H -1.185 -1.514 1.302 -0.16 -0.23 0.12 0.460
H -4.343 -2.123 -0.657 -0.37 0.12 -0.12 0.332
H -3.330 -2.741 0.627 0.35 0.05 0.41 0.359
H -5.066 -1.664 1.961 0.22 -0.35 -0.33 -0.096
H -3.368 -0.448 2.803 0.06 -0.02 0.33 0.275
Be 0.423 -0.191 3.277 0.31 -0.39 0.62 0.151
C 2.452 3.809 2.028 0.17 0.06 -0.10 0.318
Cl 1.831 2.251 2.644 0.08 0.07 0.07 -0.074
Cl 1.365 4.396 0.764 -0.05 0.00 -0.01 -0.111
Cl 2.508 4.972 3.350 -0.03 -0.01 0.01 -0.099
Cl 4.060 3.562 1.369 -0.06 -0.04 0.01 -0.057
C 0.155 0.307 -3.305 -0.07 0.04 -0.10 -0.688
N 1.375 -0.267 -2.673 -0.15 0.02 0.03 0.880
O 2.447 0.149 -3.023 0.19 0.05 -0.10 -0.506
O 1.189 -1.128 -1.829 -0.01 0.03 -0.08 -0.498
H 0.441 1.049 -4.039 0.14 0.02 0.04 0.322
H -0.378 -0.515 -3.773 -0.07 -0.03 0.09 0.282
H -0.435 0.749 -2.507 -0.07 -0.04 -0.02 0.190
C 4.530 -1.881 -1.236 -0.30 -0.45 -0.64 -0.464
C 5.275 -1.285 0.018 0.27 0.27 0.54 0.642
O 6.236 -1.950 0.406 -0.01 -0.14 -0.11 -0.563
O 4.755 -0.231 0.420 -0.24 -0.01 -0.15 -0.541
H 4.994 -2.806 -1.564 0.19 0.00 0.20 0.300
H 3.495 -2.073 -0.966 -0.01 0.15 0.10 0.065
H 4.555 -1.161 -2.049 -0.01 0.18 0.14 0.172


[6]
27
Properties=species:S:1:pos:R:3:forces:R:3:lowdin_spin:R:1 method="wB97M-V/def2-TZVPD" spin_multiplicity=3 orbital_gap_ev="6.641 / 7.701" energy_ev=-83603.6620
C 0.989 -0.059 0.617 3.21 7.88 0.58 0.523
C 0.122 1.122 0.017 0.30 -2.34 1.20 0.032
C -0.925 -1.005 -0.226 -0.30 1.03 -1.63 0.016
C 0.063 2.119 1.155 -4.13 2.12 -1.74 0.023
C 0.584 1.521 -1.416 -1.43 0.72 1.47 0.021
C -0.781 -1.240 -1.788 -1.44 -1.85 3.54 0.019
C -1.940 -1.945 0.412 0.79 2.55 2.14 0.004
C 2.321 0.099 1.147 -1.83 -2.70 2.73 0.096
N -1.207 0.460 -0.146 -0.95 -0.20 2.59 0.007
N 0.398 -1.185 0.396 -4.62 -3.78 -2.42 0.423
O 0.749 -2.322 0.767 1.26 -1.84 1.16 0.613
Br 3.819 -0.167 -0.105 0.78 0.07 -0.68 0.192
H -0.715 2.974 0.842 1.73 -1.51 0.61 0.005
H 0.957 2.564 1.370 2.49 1.35 0.17 0.000
H -0.312 1.777 2.112 -0.19 -0.78 -0.07 0.004
H -0.242 1.190 -2.039 0.52 -0.03 -0.39 0.001
H 1.519 1.086 -1.577 1.35 -0.80 -0.86 0.001
H 0.682 2.577 -1.572 0.05 0.77 0.22 0.002
H 0.037 -0.760 -2.172 2.25 0.38 -0.94 0.001
H -1.620 -0.791 -2.170 -2.12 1.14 -1.15 0.002
H -0.933 -2.287 -1.912 0.79 -0.93 -0.72 0.001
H -1.990 -1.948 1.522 0.60 0.70 -0.35 0.000
H -1.664 -2.904 0.244 0.54 -3.04 -1.15 0.000
H -2.923 -1.716 0.165 -1.71 0.23 -1.17 0.000
H 2.346 -0.819 1.858 0.77 1.41 -1.09 0.009
H 2.465 0.969 1.790 0.17 0.11 -0.69 0.004
H -1.801 0.690 0.709 1.11 -0.66 -1.36 0.000